Formula: C27H30N6O3
Source: the Open Molecules 2025 dataset
Level of theory: ωB97M-V with the def2-TZVPD basis set

Calculated values
**E_LUMO**: 0.0237 Ha
**Energy above the lowest of the compared OMol25 structures with the same formula, charge and spin**: 17.7 kcal/mol
**SMILES string**: COc1ccc(-n2ccn3c(CCC(=O)N4CCN(c5cccc(C)c5C)CC4)nnc3c2=O)cc1

Structure (ORCA input):
```
! wB97M-V def2-TZVPD RIJCOSX def2/J DEFGRID3
* xyz 0 1
C -6.7932 -2.4652 -1.1678
O -5.9937 -1.3781 -0.7667
C -4.6706 -1.5868 -0.5454
C -3.9406 -0.4753 -0.1157
C -2.5908 -0.5730 0.1343
C -1.9441 -1.7921 -0.0406
N -0.5456 -1.8912 0.2067
C 0.2670 -2.3788 -0.7884
C 1.6037 -2.4390 -0.6792
N 2.1672 -1.9661 0.4842
C 3.4473 -1.7798 0.9178
C 4.6694 -2.0225 0.1130
C 5.0967 -0.7178 -0.5864
C 3.9856 -0.2986 -1.5371
O 3.6394 -1.0678 -2.4227
N 3.3891 0.9033 -1.3885
C 3.5598 1.8984 -0.3540
C 2.3050 1.9555 0.5248
N 1.1539 2.2602 -0.3016
C -0.0567 2.5592 0.3837
C -0.3305 2.0607 1.6529
C -1.5407 2.3354 2.2624
C -2.4855 3.1012 1.6075
C -2.2185 3.6349 0.3534
C -3.2480 4.4856 -0.3293
C -0.9907 3.3816 -0.2597
C -0.6680 4.0108 -1.5833
C 0.9871 1.2596 -1.3412
C 2.2383 1.2162 -2.2159
N 3.4242 -1.2600 2.1214
N 2.1625 -1.0961 2.5056
C 1.3880 -1.5129 1.5315
C -0.0640 -1.4778 1.4522
O -0.8056 -1.1265 2.3396
C -2.6591 -2.9002 -0.4637
C -4.0160 -2.8025 -0.7189
H -6.7896 -3.2640 -0.4197
H -6.4703 -2.8678 -2.1333
H -7.8023 -2.0680 -1.2643
H -4.4574 0.4611 0.0170
H -2.0394 0.2901 0.4722
H -0.2344 -2.6949 -1.6883
H 2.2550 -2.7737 -1.4662
H 5.4663 -2.3558 0.7777
H 4.4788 -2.7882 -0.6404
H 5.9847 -0.9175 -1.1890
H 5.3381 0.0282 0.1645
H 4.4271 1.6922 0.2684
H 3.7022 2.8692 -0.8425
H 2.4154 2.7452 1.2700
H 2.2105 0.9949 1.0522
H 0.3818 1.4387 2.1707
H -1.7473 1.9239 3.2377
H -3.4387 3.2966 2.0770
H -3.4555 4.1142 -1.3319
H -4.1749 4.4910 0.2384
H -2.8983 5.5140 -0.4206
H -1.2235 3.5369 -2.3936
H -0.9382 5.0651 -1.5721
H 0.3952 3.9261 -1.7875
H 0.1159 1.5071 -1.9472
H 0.8244 0.2578 -0.9072
H 2.1480 0.4460 -2.9826
H 2.3964 2.1907 -2.6876
H -2.1610 -3.8512 -0.5854
H -4.5482 -3.6823 -1.0431
*
```

Atomic partial charges in e from the Mulliken method, atoms 1 to 5: -0.8858 -0.4576 0.8475 -0.8918 0.8221